42
Properties=species:S:1:pos:R:3:forces:R:3:mulliken_charge:R:1 method="wB97M-V/def2-TZVPD" gap_ha=0.1321 charge=-4 fmax_ev_per_a=13.9
Ca 9.3070 0.0867 7.8744 9.66 -3.17 9.45 4.659
Ca 10.9141 2.1621 6.2773 8.62 2.73 5.40 4.426
B 10.8470 3.8870 5.6479 -0.59 7.60 -5.20 -1.116
H 10.7157 4.9127 5.3396 -0.57 4.87 -1.21 -0.346
H 11.7987 3.8172 6.1515 4.07 0.86 -0.11 -0.144
H 10.0544 3.6536 6.3418 -3.14 1.73 0.06 0.124
H 10.8091 3.3329 4.7229 -0.22 -1.38 -3.85 -0.266
B 10.7089 3.9793 8.1127 -0.04 -0.01 2.26 1.573
H 11.1864 3.4864 7.2800 2.23 0.31 2.62 -0.908
H 10.0560 4.7442 7.7218 -2.21 3.64 -1.34 -0.424
H 10.0169 3.3148 8.6065 -2.19 -2.24 2.46 -0.725
H 11.4273 4.4040 8.7966 3.39 1.84 3.22 -0.442
B 11.2042 0.6617 8.1880 5.00 1.56 3.08 0.338
H 10.4141 0.9206 8.8757 0.33 2.49 3.95 -0.423
H 12.0814 1.2859 8.2601 3.96 2.60 0.87 -0.448
H 11.4494 -0.3828 8.3023 1.24 -3.56 0.94 -0.347
H 10.9152 0.8444 7.1646 0.69 -1.86 1.30 -2.154
B 9.1838 1.6183 6.7129 -7.21 1.81 -3.14 -4.254
H 9.5020 1.8814 7.7098 1.04 2.71 1.65 0.352
H 9.1084 2.4422 6.0203 -1.58 2.31 -2.39 -0.008
H 9.8322 0.8360 6.3500 -0.54 -1.67 -2.76 0.186
H 8.2122 1.1683 6.8465 -3.66 -0.32 -1.00 0.472
B 10.1417 -1.1087 6.5099 1.18 -3.99 -4.02 -0.247
H 10.1863 -1.7690 7.3622 -0.13 -2.96 3.45 -0.396
H 10.9272 -0.3726 6.5836 1.46 -1.51 -0.16 0.132
H 10.2278 -1.6802 5.5988 0.54 -2.60 -3.90 -0.398
H 9.1923 -0.5981 6.4632 -2.25 -1.66 -4.45 0.229
B 11.3387 0.9321 4.8436 1.12 -3.80 -4.83 0.129
H 10.4927 1.5983 4.7756 -2.90 0.27 -3.69 -0.147
H 11.3513 0.5672 5.8589 1.67 -2.63 0.29 -0.086
H 11.3011 0.1240 4.1295 -0.10 -3.36 -2.92 -0.343
H 12.2703 1.4564 4.6970 3.69 2.67 -0.67 -0.469
B 7.2772 -0.8823 7.3979 -2.28 -1.04 -1.30 1.471
H 7.0943 -1.4962 6.5296 -0.61 -2.61 -4.27 -0.502
H 6.4537 -0.1876 7.4564 -3.55 2.61 0.54 -0.407
H 7.2705 -1.5869 8.2150 -0.06 -3.00 3.39 -0.499
H 8.1952 -0.3225 7.3072 -7.93 -2.86 -4.40 -1.466
B 7.9927 0.8118 9.1981 -3.10 1.38 4.01 0.798
H 8.0698 -0.2368 8.9556 -2.07 -2.77 2.15 -0.378
H 8.6925 1.0036 9.9966 2.65 1.03 3.44 -0.351
H 8.3056 1.4110 8.3570 -1.27 2.90 -0.29 -0.742
H 6.9771 1.1354 9.3659 -4.33 1.08 1.38 -0.455